No. 1
Density functional theory data (wB97M-V/def2-TZVPD) for an isolated molecule of C31H42N4O5.

Structure (XYZ):
```
82
Properties=species:S:1:pos:R:3:forces:R:3
C -8.26287 -2.57640 0.37504 0.019 0.002 0.231
H -9.21604 -2.94693 0.74910 0.086 0.033 0.020
O -8.37611 -2.58683 -1.02873 0.051 0.027 -0.315
C -7.31552 -2.16752 -1.76833 0.113 0.051 -0.350
C -6.11254 -1.72779 -1.22968 -0.191 -0.079 0.365
C -5.08814 -1.32009 -2.07700 -0.339 -0.135 -0.189
C -5.26113 -1.34978 -3.45664 0.138 0.048 0.109
C -6.46288 -1.78888 -3.98316 -0.030 -0.014 0.134
C -7.48688 -2.19640 -3.15351 -0.159 -0.064 0.167
H -8.42827 -2.54071 -3.54971 -0.120 -0.044 -0.055
H -6.60001 -1.81263 -5.05353 -0.013 -0.003 -0.091
H -4.45950 -1.03154 -4.10652 0.101 0.039 -0.078
N -3.85569 -0.86888 -1.58647 0.018 0.051 -0.408
C -3.41998 -0.77698 -0.30621 0.556 0.309 -0.152
O -4.04529 -1.07042 0.69007 -0.191 -0.044 0.269
C -1.99089 -0.25924 -0.27242 0.081 0.064 0.204
C -0.99309 -1.23438 -0.90908 0.392 0.258 -0.153
C -0.21925 -0.72545 -2.11522 -0.410 -0.253 0.579
O -0.72204 -0.23456 -3.10500 -0.195 0.181 -0.452
N 1.09142 -0.93223 -1.88819 0.316 -0.009 0.101
C 2.09907 -0.61126 -2.88140 0.097 0.213 -0.480
C 2.23852 0.90104 -3.05638 0.037 -0.158 0.342
H 2.94790 1.10580 -3.85769 0.019 0.046 -0.046
H 1.27227 1.30808 -3.35423 0.015 0.031 -0.050
C 2.70722 1.58244 -1.76821 -0.118 -0.097 -0.366
N 2.57447 3.02479 -1.88446 0.096 0.053 -0.141
C 3.63368 3.79198 -1.26273 0.182 -0.065 0.233
H 4.59407 3.39450 -1.59914 -0.004 0.070 -0.033
C 3.56081 3.79552 0.26876 -0.072 0.237 -0.219
C 2.20370 4.33740 0.71157 0.012 -0.273 0.108
C 1.08113 3.53658 0.05520 0.097 0.170 -0.169
H 0.11165 3.97949 0.29152 -0.075 -0.048 0.020
H 1.08091 2.51382 0.44042 -0.039 -0.058 0.039
C 1.27441 3.51714 -1.46822 -0.191 -0.065 0.136
H 0.50397 2.90108 -1.93623 -0.056 0.051 -0.064
H 1.17296 4.53637 -1.85545 -0.107 0.001 -0.006
H 2.11285 4.29702 1.80040 -0.011 0.093 -0.006
H 2.12200 5.38463 0.40855 -0.001 0.088 0.035
H 4.36705 4.40715 0.67778 0.073 -0.044 0.043
H 3.69131 2.77427 0.63345 0.055 -0.082 0.063
H 3.54725 4.82072 -1.62891 0.086 0.031 0.019
H 3.75451 1.32560 -1.59307 0.009 -0.001 0.095
H 2.12366 1.18700 -0.92528 0.104 0.027 0.038
H 3.04199 -1.05436 -2.56046 -0.122 -0.018 -0.084
H 1.79095 -1.05735 -3.83256 0.064 -0.015 0.076
C 1.38067 -1.59137 -0.61384 0.095 -0.083 0.157
C 0.11278 -1.32155 0.17928 -0.300 -0.572 -0.255
C -0.46092 -2.18774 1.27614 0.188 0.258 0.119
C -1.39454 -1.43344 1.84627 0.255 0.032 0.093
H -2.09929 -1.67226 2.61526 -0.184 -0.173 0.140
C -1.33917 -0.09841 1.13411 -0.665 0.001 0.111
H -1.65784 0.77602 1.69326 0.050 -0.003 -0.014
O 0.03199 -0.01520 0.76613 0.215 0.230 -0.379
H -0.19788 -3.21218 1.44727 -0.043 -0.318 0.080
C 2.73186 -1.18552 0.01811 -0.610 -0.163 -0.044
O 3.77675 -1.50726 -0.51369 0.361 -0.109 -0.166
N 2.64808 -0.54909 1.18759 -0.068 0.278 0.480
H 1.74616 -0.24809 1.52803 -0.040 -0.051 -0.173
C 3.81254 -0.20017 1.98230 0.539 0.003 -0.079
C 3.41970 0.84408 3.02577 -0.202 -0.084 -0.111
C 2.47738 0.26741 4.08160 0.257 0.070 0.164
C 3.08954 -0.96535 4.73890 -0.302 -0.120 -0.129
C 3.41872 -2.01769 3.68467 0.286 0.097 0.169
C 4.39160 -1.44960 2.65658 -0.216 -0.075 -0.141
H 4.61394 -2.19086 1.88825 0.099 0.028 -0.010
H 5.32812 -1.17819 3.14680 0.092 0.005 0.010
H 3.85885 -2.89668 4.15890 -0.062 -0.068 -0.042
H 2.49985 -2.33237 3.18402 -0.053 -0.078 0.004
H 2.39524 -1.37633 5.47430 0.047 0.017 0.082
H 4.00443 -0.68087 5.26358 0.051 0.012 0.085
H 2.27330 1.03029 4.83561 -0.104 0.016 -0.041
H 1.52162 -0.00504 3.62675 -0.122 0.012 0.021
H 4.32928 1.20142 3.51202 0.038 0.037 -0.014
H 2.94587 1.69649 2.53496 0.068 0.096 -0.049
H 4.56868 0.20859 1.29916 -0.125 -0.010 0.101
H 1.46598 -2.67850 -0.78651 0.011 0.180 0.175
H -1.43655 -2.20632 -1.13835 0.091 0.034 -0.019
H -1.94517 0.70944 -0.78073 -0.020 -0.104 -0.023
H -3.19717 -0.59370 -2.30785 0.032 0.016 0.155
H -5.94930 -1.69313 -0.16725 -0.022 -0.011 0.047
H -7.45775 -3.23336 0.71806 -0.019 0.035 -0.011
H -8.09100 -1.56528 0.75650 0.009 -0.039 -0.012
```
Forces are in eV/Å.

Properties
lowest unoccupied orbital energy	0.61	eV
highest occupied orbital energy	-7.996	eV
max |F|	0.753	eV Å⁻¹
HOMO-LUMO gap	8.61	eV
relative energy (zero: lowest compared OMol25 entry of this formula, charge and spin)	0.0	kJ/mol
total energy	-49027.991	eV
SMILES	COc1cccc(NC(=O)[C@@H]2[C@H]3C(=O)N(CCCN4CCCCC4)[C@@H](C(=O)NC4CCCCC4)[C@]34C=C[C@H]2O4)c1

=====

No. 2
Density functional theory data (wB97M-V/def2-TZVPD) for a structure of composition C30H30BrCaN4O7.

Structure (XYZ):
```
73
Properties=species:S:1:pos:R:3:forces:R:3
Ca 0.16309 -0.44735 -0.17821 -0.114 -0.522 0.121
O -0.97174 4.24888 0.89669 -0.005 -0.001 -0.081
C -0.93235 3.53983 -0.08364 -0.003 -0.104 0.054
O -2.25344 1.64796 -0.72596 0.071 -0.033 -0.031
C 0.47632 3.26876 -0.62368 0.022 0.133 0.030
C 1.38164 2.66671 0.48378 0.039 0.057 0.110
C 2.74507 3.35743 0.43682 -0.018 -0.023 0.019
C 3.27044 2.84186 -0.92864 0.039 -0.062 -0.015
C 2.19449 1.80675 -1.31037 0.014 0.092 -0.031
O 1.73533 1.36344 -0.01463 -0.178 -0.020 -0.177
C 0.95383 2.50254 -1.89868 0.086 -0.001 -0.124
C 0.07838 1.51421 -2.72285 -0.022 0.199 -0.024
O -0.37315 1.94535 -3.78420 -0.100 0.013 0.086
O 0.00788 0.31975 -2.29557 0.086 -0.083 0.012
H 0.81024 4.30126 -0.76608 0.009 -0.004 0.015
H 0.90365 2.57712 1.45455 0.001 0.032 -0.007
H 3.37009 3.00685 1.25798 0.005 -0.005 -0.008
H 2.66540 4.44155 0.49722 -0.008 0.004 -0.011
H 4.24960 2.37209 -0.83091 -0.009 -0.006 0.018
H 3.34677 3.62775 -1.68026 -0.001 0.006 -0.001
H 2.53751 0.94662 -1.87499 -0.026 0.028 -0.011
H 1.26500 3.24644 -2.63233 -0.006 -0.014 -0.011
Br 4.74433 -3.53280 4.34124 0.010 0.002 0.017
C 3.24153 -3.23381 3.20798 -0.041 0.074 0.025
C 2.98602 -4.11541 2.15658 -0.003 -0.043 -0.045
C 1.90403 -3.90913 1.33963 0.041 0.021 -0.011
C 1.02371 -2.79562 1.48714 -0.059 0.097 0.143
O 0.04599 -2.62531 0.67878 0.159 0.158 -0.100
C 1.30641 -1.91893 2.59989 0.010 -0.122 0.001
C 0.39381 -0.85889 3.00973 -0.119 -0.011 0.090
N -0.45705 -0.32975 2.22233 0.020 -0.129 -0.307
C -1.53711 0.47292 2.62315 -0.014 0.126 0.038
C -2.09488 0.40959 3.88344 -0.076 0.051 -0.027
C -3.24995 1.12913 4.18783 0.044 -0.038 0.010
C -3.80933 1.91950 3.20405 -0.024 0.027 -0.044
C -3.28319 2.03378 1.91179 0.101 -0.008 0.010
C -3.88925 3.06489 1.06344 -0.019 0.062 -0.040
C -3.44607 3.59631 -0.07698 0.001 -0.071 0.037
C -2.22594 3.06657 -0.76391 -0.039 0.162 0.020
N -1.51003 1.16498 0.38788 0.343 -0.270 -0.158
C -2.13858 1.24865 1.57140 -0.163 0.109 0.225
C 2.40167 -2.17307 3.43602 0.081 -0.056 0.018
H 3.64299 -4.96115 1.99571 -0.011 -0.003 -0.015
H 1.69385 -4.58714 0.52187 0.005 -0.006 -0.002
H 0.43543 -0.58047 4.07160 0.017 0.031 -0.012
H -1.66199 -0.25612 4.62064 0.001 -0.008 0.003
H -3.70289 1.05879 5.16777 0.001 0.001 0.002
H -4.69453 2.50406 3.43427 0.002 -0.001 0.010
H -4.79412 3.49340 1.48655 -0.003 0.001 -0.001
H -4.00123 4.40337 -0.53980 0.015 0.005 -0.022
H -2.19058 3.36893 -1.81832 -0.024 -0.037 -0.001
H 2.57891 -1.51611 4.28018 -0.004 0.004 0.003
C 0.05249 -2.79259 -2.69218 0.044 0.011 0.047
N 1.30035 -2.38349 -3.31732 0.035 -0.023 0.032
C 1.25032 -2.14105 -4.74690 0.005 0.023 -0.056
C 2.64605 -2.26390 -5.32314 -0.010 -0.008 0.017
C 3.55790 -1.28465 -4.61406 0.021 0.019 -0.030
N 3.40270 -1.36652 -3.17402 0.002 0.007 -0.014
C 4.44072 -0.72551 -2.39701 0.018 -0.002 0.012
C 2.24999 -1.77607 -2.54879 -0.197 0.105 -0.066
O 2.11053 -1.63245 -1.33155 -0.010 0.015 0.248
H -0.30934 -3.68842 -3.20043 -0.011 0.018 -0.011
H -0.69963 -2.00334 -2.77164 -0.011 0.025 -0.012
H 0.22428 -3.03564 -1.64497 -0.015 0.011 0.005
H 0.82106 -1.15156 -4.95118 0.000 0.001 0.015
H 0.58396 -2.88312 -5.18887 0.010 -0.016 0.014
H 2.64402 -2.05924 -6.39443 -0.007 0.014 0.001
H 3.00802 -3.28315 -5.16984 -0.002 -0.004 -0.007
H 3.34859 -0.26059 -4.95167 -0.010 -0.004 0.001
H 4.60445 -1.49378 -4.85417 -0.003 0.003 0.007
H 5.40074 -1.21270 -2.58717 -0.001 -0.009 0.000
H 4.19960 -0.80756 -1.34153 0.003 0.009 -0.003
H 4.53836 0.33291 -2.66322 0.009 -0.008 -0.006
```
Forces are in eV/Å.

Properties
lowest unoccupied orbital energy	2.42	eV
highest occupied orbital energy	-3.807	eV
max |F|	0.548	eV Å⁻¹
HOMO-LUMO gap	6.23	eV
relative energy (zero: lowest compared OMol25 entry of this formula, charge and spin)	414.9	kJ/mol
charge	-1
total energy	-140376.059	eV

=====

No. 3
Density functional theory data (wB97M-V/def2-TZVPD) for an isolated molecule of C4H9NO2 in a non-equilibrium geometry.

Structure (XYZ):
```
16
Properties=species:S:1:pos:R:3:forces:R:3
N 1.21831 0.51803 0.68942 0.372 0.092 0.931
C 1.30024 -0.84544 0.59567 0.001 0.095 0.169
O 2.31824 -1.48774 0.81184 -0.225 0.315 -0.256
C 0.04181 -1.54032 0.08917 -0.030 0.269 0.030
C -1.08146 -0.54751 -0.25712 -0.175 0.431 0.133
C -0.66418 0.80563 -0.86238 -0.699 1.015 0.450
O -0.74804 1.94197 0.33330 0.113 -0.903 -1.465
H 2.13556 0.93245 0.71320 0.156 0.065 0.516
H 0.34493 1.20528 0.86271 1.850 -1.859 -0.291
H 0.34028 -2.14888 -0.77940 -0.017 0.330 0.196
H -0.28051 -2.27084 0.84499 -0.013 0.283 -0.176
H -1.79298 -1.02714 -0.94528 0.156 0.249 0.125
H -1.64519 -0.29333 0.64134 -0.132 -0.117 0.059
H 0.26359 0.68670 -1.46388 -0.450 0.882 0.878
H -1.43821 1.26484 -1.43578 -0.564 -0.246 -0.709
H -0.31238 2.80628 0.16217 -0.344 -0.901 -0.587
```
Forces are in eV/Å.

Properties
lowest unoccupied orbital energy	0.58	eV
highest occupied orbital energy	-9.192	eV
max |F|	2.639	eV Å⁻¹
HOMO-LUMO gap	9.77	eV
relative energy (zero: lowest compared OMol25 entry of this formula, charge and spin)	230.0	kJ/mol
total energy	-9877.677	eV
SMILES	NC(=O)CCCO

=====

No. 4
Density functional theory data (wB97M-V/def2-TZVPD) for the ion C4H12N2O with charge +1 in a non-equilibrium geometry.

Structure (XYZ):
```
19
Properties=species:S:1:pos:R:3:forces:R:3
N 1.59225 -0.73180 0.53502 -1.193 -0.309 -1.084
C 0.13896 -0.81999 0.17572 1.377 -0.380 0.888
C -0.13744 -2.14183 -0.57197 0.196 0.786 0.245
O -1.42899 -2.20685 -1.10848 -0.341 0.105 -0.204
C -0.28126 0.38904 -0.66336 -0.803 0.090 -1.073
N -0.75562 1.54938 0.02879 0.992 0.128 -0.397
C 0.11738 2.42542 0.74316 0.721 -0.083 -0.034
H 1.78567 -1.66712 0.87971 0.605 0.135 0.200
H 1.64497 -0.09663 1.31267 0.422 -0.026 0.472
H -0.33292 -0.87108 1.14649 -1.230 0.293 -0.054
H 0.64332 -2.25975 -1.33242 -0.181 -0.154 -0.054
H -0.07127 -2.92698 0.17788 0.313 -0.200 -0.034
H -1.84798 -1.33828 -1.08612 -0.088 -0.506 -0.052
H -1.07391 0.16904 -1.38626 0.063 -0.249 0.252
H 0.55470 0.66844 -1.31440 0.421 0.168 0.346
H -1.65497 1.87270 -0.27628 -0.704 0.340 0.302
H 1.12431 2.03291 0.63063 0.060 -0.097 0.346
H -0.17013 2.52041 1.79319 -0.115 -0.043 0.041
H 0.15291 3.43295 0.31603 -0.518 0.000 -0.105
```
Forces are in eV/Å.

Properties
lowest unoccupied orbital energy (spin up / spin down)	-3.46 / -8.09	eV
highest occupied orbital energy (spin up / spin down)	-14.112 / -14.104	eV
max |F|	1.682	eV Å⁻¹
HOMO-LUMO gap (spin up / spin down)	10.65 / 6.02	eV
relative energy (zero: lowest compared OMol25 entry of this formula, charge and spin)	152.3	kJ/mol
multiplicity	2
charge	+1
total energy	-9360.839	eV
⟨S²⟩	0.754